Computed, not measured: an isolated molecule of C4H8N2O in a non-equilibrium geometry, with ωB97M-V/def2-TZVPD.

Geometry as XYZ:
```
15
Properties=species:S:1:pos:R:3
C -1.38 -0.29 0.16
C 0.14 -0.01 -0.02
C 0.76 -0.74 -1.25
C 0.94 -0.24 1.26
N -1.67 1.00 -0.25
N -0.21 1.39 -0.40
O -2.21 -1.08 0.48
H 1.75 -1.23 -0.88
H 0.97 -0.06 -2.08
H -0.03 -1.47 -1.47
H 1.26 -1.31 1.33
H 0.38 -0.01 2.09
H 1.94 0.26 1.06
H -2.46 1.65 -0.25
H -0.18 2.13 0.22
```

Computed properties:
**Net charge**: 0
**SMILES**: CC1(C)NNC1=O
**Frontier orbital gap**: 9.9 eV
**HOMO energy**: -8.95 eV
**ΔE to the lowest compared entry with this formula, charge and spin**: 314.67 kJ/mol
**E_LUMO**: 0.967 eV


Computed, not measured: an isolated molecule of C5H12O2, with ωB97M-V/def2-TZVPD.

Geometry as XYZ:
```
19
Properties=species:S:1:pos:R:3
C -2.72 -0.02 0.20
C -1.38 -0.73 0.12
C -0.26 0.15 -0.44
O -0.16 1.37 0.28
C 1.07 -0.63 -0.50
C 2.30 0.23 -0.26
O 2.29 0.58 1.13
H -3.49 -0.67 0.62
H -2.63 0.87 0.83
H -3.06 0.31 -0.79
H -1.46 -1.64 -0.49
H -1.07 -1.06 1.13
H -0.54 0.45 -1.46
H 0.51 1.23 0.97
H 1.16 -1.13 -1.47
H 1.08 -1.42 0.27
H 2.27 1.13 -0.89
H 3.21 -0.34 -0.50
H 2.90 1.32 1.26
```

Computed properties:
**Net charge**: 0
**SMILES**: CC[C@@H](O)CCO
**Frontier orbital gap**: 10.6 eV
**HOMO energy**: -9.82 eV
**ΔE to the lowest compared entry with this formula, charge and spin**: 72.62 kJ/mol
**E_LUMO**: 0.819 eV


Computed, not measured: a structure of composition C36H54BBrMnN14PSi in a non-equilibrium geometry, with ωB97M-V/def2-TZVPD.

Geometry as XYZ:
```
109
Properties=species:S:1:pos:R:3
Mn 2.41 0.82 1.62
C 1.91 3.05 4.80
C 2.80 2.67 3.79
N 2.18 2.60 2.59
N 0.83 3.15 2.83
C 0.69 3.38 4.16
B -0.35 2.65 1.87
N -0.67 1.18 2.33
C -1.82 0.52 2.49
C -1.49 -0.83 2.73
C -0.11 -0.90 2.71
N 0.41 0.30 2.46
N 0.17 2.68 0.39
C -0.12 3.50 -0.61
C 0.85 3.39 -1.60
C 1.74 2.40 -1.14
N 1.30 1.90 0.02
N -1.52 3.60 2.17
C -1.42 5.00 1.99
C -2.64 5.52 1.59
C -3.50 4.38 1.57
N -2.82 3.23 1.83
H 2.10 3.10 5.89
H 3.86 2.44 3.84
H -0.23 3.75 4.58
H -2.78 1.05 2.47
H -2.16 -1.64 2.90
H 0.56 -1.73 2.83
H -1.01 4.11 -0.61
H 0.90 4.06 -2.46
H 2.66 2.05 -1.56
H -0.49 5.49 2.24
H -2.85 6.52 1.27
H -4.55 4.27 1.32
C 4.21 -3.81 -0.92
N 3.35 -2.77 -0.51
C 2.01 -2.71 -0.86
C 1.56 -1.57 -0.31
N 2.53 -0.93 0.45
C 3.65 -1.67 0.28
P 5.21 -1.41 1.20
C 4.47 -1.42 2.87
N 3.58 -0.51 3.36
C 3.09 -1.03 4.51
C 3.61 -2.26 4.78
N 4.50 -2.53 3.72
C 5.13 -3.80 3.50
C 5.45 0.34 0.69
N 4.60 1.32 1.10
C 5.11 2.46 0.53
C 6.24 2.20 -0.21
N 6.43 0.84 -0.13
C 7.54 0.08 -0.67
H 3.90 -4.21 -1.89
H 4.18 -4.71 -0.26
H 5.23 -3.45 -1.06
H 1.57 -3.46 -1.49
H 0.59 -1.08 -0.42
H 2.45 -0.42 5.13
H 3.35 -2.96 5.58
H 6.19 -3.70 3.61
H 4.89 -4.21 2.50
H 4.74 -4.50 4.23
H 4.63 3.39 0.70
H 6.88 2.86 -0.79
H 8.23 0.71 -1.26
H 7.14 -0.72 -1.29
H 8.12 -0.37 0.16
C -2.31 -3.62 -2.02
C -3.44 -2.68 -1.54
C -4.79 -3.33 -2.02
C -3.41 -2.75 0.00
Si -3.33 -0.87 -2.20
Br -1.79 0.03 -0.80
C -4.82 0.26 -1.76
C -5.88 0.09 -2.88
C -5.42 -0.03 -0.38
C -4.45 1.75 -1.67
C -2.54 -0.57 -4.00
C -2.68 0.90 -4.43
C -3.22 -1.49 -5.02
C -1.06 -0.93 -3.97
H -2.41 -4.62 -1.57
H -1.33 -3.17 -1.67
H -2.31 -3.81 -3.11
H -4.90 -4.30 -1.50
H -4.82 -3.51 -3.09
H -5.65 -2.68 -1.72
H -3.33 -3.80 0.31
H -4.29 -2.32 0.49
H -2.54 -2.24 0.46
H -6.32 -0.89 -2.91
H -5.45 0.23 -3.89
H -6.72 0.80 -2.75
H -5.68 -1.08 -0.23
H -6.34 0.57 -0.30
H -4.71 0.23 0.39
H -3.86 2.07 -2.52
H -3.91 1.99 -0.74
H -5.38 2.35 -1.64
H -3.69 1.29 -4.57
H -2.10 1.01 -5.37
H -2.22 1.52 -3.67
H -4.30 -1.27 -5.11
H -3.08 -2.52 -4.76
H -2.73 -1.31 -5.99
H -0.50 -0.29 -3.32
H -0.62 -0.76 -5.00
H -0.86 -1.95 -3.68
```

Computed properties:
**Net charge**: +2
**Frontier orbital gap (alpha / beta)**: 4.7 / 6.9 eV
**HOMO energy (alpha / beta)**: -12.87 / -12.88 eV
**Multiplicity**: 5
**ΔE to the lowest compared entry with this formula, charge and spin**: 130.26 kJ/mol
**<S²>**: 6.090
**E_LUMO (alpha / beta)**: -8.143 / -6.002 eV


Computed, not measured: an isolated molecule of C19H21N3O4S in a non-equilibrium geometry, with ωB97M-V/def2-TZVPD.

Geometry as XYZ:
```
48
Properties=species:S:1:pos:R:3
C 5.91 -1.54 2.41
C 6.36 -2.52 1.33
O 6.63 -1.89 0.09
C 5.52 -1.72 -0.75
C 5.81 -0.56 -1.69
H 6.86 -0.61 -1.97
H 5.20 -0.65 -2.60
C 5.53 0.79 -1.02
N 4.11 1.09 -1.00
C 3.33 1.00 0.11
O 3.77 0.71 1.21
C 1.89 1.31 -0.13
C 1.19 1.97 0.88
C -0.14 2.29 0.71
C -0.80 1.93 -0.46
C -0.11 1.24 -1.45
C 1.22 0.93 -1.29
H 1.73 0.37 -2.06
H -0.64 0.93 -2.35
C -2.26 2.25 -0.64
N -3.09 1.17 -0.10
C -3.46 1.27 1.23
O -3.15 2.21 1.93
N -4.21 0.23 1.72
C -4.59 -0.84 0.96
C -4.21 -0.90 -0.36
C -3.42 0.13 -0.98
O -3.05 0.15 -2.14
S -4.80 -2.33 -1.13
C -5.55 -2.83 0.33
C -5.36 -1.96 1.36
H -5.76 -2.09 2.35
H -6.09 -3.75 0.35
H -4.48 0.30 2.69
H -2.51 2.35 -1.70
H -2.53 3.16 -0.09
H -0.68 2.80 1.49
H 1.71 2.23 1.78
H 3.68 1.32 -1.88
H 6.05 1.59 -1.55
H 5.87 0.75 0.02
H 4.61 -1.51 -0.17
H 5.35 -2.65 -1.32
H 5.61 -3.31 1.19
H 7.31 -2.99 1.63
H 5.67 -2.08 3.32
H 5.04 -0.98 2.09
H 6.71 -0.83 2.62
```

Computed properties:
**Net charge**: 0
**SMILES**: CCOCCCNC(=O)c1ccc(Cn2c(=O)[nH]c3ccsc3c2=O)cc1
**Frontier orbital gap**: 9.2 eV
**HOMO energy**: -9.01 eV
**ΔE to the lowest compared entry with this formula, charge and spin**: 0.00 kJ/mol
**E_LUMO**: 0.160 eV


Computed, not measured: an isolated molecule of C2H4N2 in a non-equilibrium geometry, with ωB97M-V/def2-TZVPD.

Geometry as XYZ:
```
8
Properties=species:S:1:pos:R:3
C 1.33 1.14 -0.16
C -0.81 -0.65 0.07
N 2.01 2.11 -0.19
N 0.42 0.35 -0.01
H 3.02 2.30 -0.41
H -0.54 -1.18 1.07
H -0.66 -1.19 -0.80
H -1.81 -0.17 0.04
```

Computed properties:
**Net charge**: 0
**SMILES**: CN=C=N
**Frontier orbital gap**: 9.7 eV
**HOMO energy**: -8.80 eV
**ΔE to the lowest compared entry with this formula, charge and spin**: 196.82 kJ/mol
**E_LUMO**: 0.886 eV


Computed, not measured: the ion C6H13FN3O with charge +1 in a non-equilibrium geometry, with ωB97M-V/def2-TZVPD.

Geometry as XYZ:
```
24
Properties=species:S:1:pos:R:3
C 3.30 -0.27 -0.18
C 2.05 0.61 -0.18
C 0.79 -0.21 -0.17
F 0.85 -1.21 0.78
N -0.42 0.62 0.09
C -0.81 0.79 1.49
O -1.93 0.00 1.86
C -2.25 -1.08 1.05
N -2.42 -0.59 -0.35
C -1.48 0.29 -0.74
N -1.61 0.85 -1.93
H 4.11 0.22 -0.71
H 3.64 -0.48 0.83
H 3.11 -1.23 -0.67
H 2.04 1.31 0.66
H 2.02 1.19 -1.11
H 0.64 -0.71 -1.13
H -1.12 1.82 1.65
H 0.05 0.57 2.12
H -3.21 -1.45 1.40
H -1.52 -1.89 1.06
H -2.50 -1.33 -1.04
H -0.81 1.24 -2.40
H -2.51 0.95 -2.35
```

Computed properties:
**Net charge**: +1
**SMILES**: CC[C@@H](F)N1COCNC1=[NH2+]
**Frontier orbital gap**: 10.2 eV
**HOMO energy**: -14.41 eV
**ΔE to the lowest compared entry with this formula, charge and spin**: 63.47 kJ/mol
**E_LUMO**: -4.234 eV